Entry 1:
Entry from OMol25: a structure of composition C10H28MgO6S4 (ωB97M-V/def2-TZVPD).

Element x y z (Å)
H: 10.018 -16.321 -16.116
H: 8.722 -17.114 -15.140
H: 13.010 -11.699 -17.104
C: 13.026 -12.301 -18.014
H: 15.057 -16.156 -20.291
H: 16.540 -13.677 -18.720
O: 13.162 -17.317 -16.551
H: 9.666 -13.127 -16.777
H: 15.079 -11.542 -14.918
H: 9.359 -14.743 -13.579
H: 14.366 -14.574 -19.750
O: 13.583 -13.746 -14.694
O: 14.849 -16.404 -14.412
C: 14.592 -15.605 -19.472
H: 13.983 -12.818 -18.052
H: 13.551 -10.854 -14.392
H: 13.932 -19.173 -16.125
O: 14.872 -14.991 -16.952
H: 12.713 -12.259 -11.612
H: 17.598 -14.586 -17.658
C: 9.607 -15.655 -13.035
S: 15.587 -15.749 -18.001
Mg: 13.469 -15.592 -15.595
C: 14.445 -11.378 -14.048
C: 9.788 -17.067 -15.358
H: 12.895 -18.558 -14.894
S: 10.790 -16.673 -13.913
H: 10.274 -11.714 -17.618
C: 14.914 -17.722 -14.842
C: 13.681 -18.211 -15.622
H: 14.924 -10.789 -13.269
O: 12.284 -14.520 -16.828
H: 12.803 -11.667 -18.869
H: 9.962 -15.498 -12.019
S: 14.013 -13.027 -13.477
H: 15.794 -17.803 -15.529
H: 17.436 -15.121 -19.365
C: 16.928 -14.675 -18.512
H: 15.153 -18.438 -14.028
C: 12.509 -12.590 -12.630
H: 10.124 -18.047 -15.692
H: 11.849 -13.458 -12.596
H: 11.959 -11.821 -13.178
H: 8.686 -16.237 -12.942
C: 10.570 -12.555 -16.987
O: 11.833 -15.770 -14.431
H: 10.987 -12.192 -16.046
H: 13.658 -16.122 -19.240
S: 11.761 -13.588 -17.835

Properties
- E_HOMO (eV) = -5.6
- spin multiplicity = 1
- energy above the lowest of the compared OMol25 structures with the same formula, charge and spin (kcal/mol) = 14.9
- energy (Eh) = -2642.03961

Mulliken population analysis, charges in e, atoms 1 to 6: H 0.064; H 0.446; H 0.196; C -0.529; H 0.446; H 0.261

Entry 2:
Entry from OMol25: a cluster of 2 separate species, C10H28N2O2P in total (ωB97M-V/def2-TZVPD).

Element x y z (Å)
H: 4.664 1.193 3.369
C: 5.097 0.638 2.539
H: 2.018 -0.504 -2.118
H: -3.527 -2.076 -0.259
C: -4.157 0.000 -0.177
H: 2.653 3.987 2.449
H: 0.282 -0.277 -3.201
H: -2.008 0.144 0.200
H: -1.925 0.427 -2.611
H: 5.818 1.273 2.024
H: -4.732 -1.729 0.960
N: -5.502 -2.018 -0.945
H: -4.402 0.491 0.769
H: -1.406 -1.951 -0.779
O: 4.307 -0.819 0.837
H: -2.689 1.442 -0.719
H: 0.421 -1.204 0.608
H: 4.153 3.210 1.924
H: 5.620 -0.222 2.950
N: 0.306 0.751 -1.128
H: 2.670 1.603 3.249
C: 2.484 1.853 2.202
C: -4.438 -1.518 -0.071
H: 0.913 -2.163 -2.555
H: 2.835 3.421 0.778
C: -2.733 0.359 -0.583
P: 0.603 -0.883 -1.896
C: -1.246 -1.423 -1.721
H: 0.754 1.456 -1.708
H: -3.180 -0.748 -2.352
C: 1.047 -1.656 -0.169
H: 0.775 0.798 -0.227
C: 4.089 0.135 1.527
H: 2.102 -1.530 0.072
H: -6.200 -1.303 -1.107
H: -5.132 -2.273 -1.853
C: -2.281 -0.311 -1.892
H: 1.403 1.869 2.070
H: -1.420 -2.156 -2.514
C: 3.068 3.198 1.819
H: -4.851 0.421 -0.909
H: 0.808 -2.720 -0.196
O: 2.939 0.814 1.344

Properties
- charge = -1
- E_HOMO (eV) = -2.9
- spin multiplicity = 1
- energy above the lowest of the compared OMol25 structures with the same formula, charge and spin (kcal/mol) = 0.0
- energy (Eh) = -999.06473

Mulliken population analysis, charges in e, atoms 1 to 6: H 0.338; C -1.160; H 0.088; H 0.203; C -0.661; H 0.373

Entry 3:
Entry from OMol25: a structure of composition C10H28NO6S3Si2 (ωB97M-V/def2-TZVPD).

Element x y z (Å)
H: -3.762 -0.536 -3.308
O: 4.548 0.379 -0.346
Si: -4.013 -1.350 0.570
H: -3.885 -2.288 -3.068
H: -3.642 -3.841 0.569
H: 0.065 0.022 -1.413
C: -3.186 -1.456 -3.187
S: 6.104 0.297 -0.024
C: -1.184 -2.985 -1.448
H: -5.874 -0.615 -0.922
H: -3.525 -0.106 2.675
C: 2.120 1.670 1.688
H: -2.628 -1.631 -4.115
H: 2.097 1.131 2.638
C: 3.176 2.771 1.783
C: 3.584 -0.158 0.605
H: 4.172 2.338 1.884
H: -5.594 -2.354 -1.112
N: -2.760 -0.701 -0.314
H: -1.095 0.898 -2.428
H: -2.681 -3.048 1.828
S: 7.326 2.775 0.458
S: 3.248 3.911 0.415
O: 6.328 -0.815 0.872
Si: -2.032 -1.299 -1.685
H: -0.523 -3.232 -2.288
C: 2.293 0.662 0.556
H: -1.917 -3.792 -1.364
H: -0.143 -0.432 -3.112
H: 3.370 -1.166 0.258
H: -6.486 -1.755 0.287
C: -5.647 -1.538 -0.385
C: -0.669 -0.086 -2.215
H: 1.844 3.331 -1.061
O: 4.202 3.482 -0.566
H: -4.689 0.779 1.676
H: 2.275 1.146 -0.422
O: 6.223 1.630 0.991
H: 2.988 3.402 2.649
H: 4.012 -0.203 1.605
H: 1.153 2.158 1.569
O: 1.798 3.820 -0.224
H: 1.462 -0.042 0.565
C: -3.654 -3.057 1.331
H: -4.411 -3.336 2.074
C: -4.406 -0.213 2.037
H: 6.450 3.783 0.346
H: -0.580 -2.973 -0.537
H: -5.227 -0.599 2.651
O: 3.376 5.223 0.965

Properties
- charge = -1
- E_HOMO (eV) = -3.9
- spin multiplicity = 1
- energy (Eh) = -2677.66114

Mulliken population analysis, charges in e, atoms 1 to 6: H 0.267; O -0.200; Si 0.061; H 0.284; H 0.296; H -0.347

Entry 4:
Entry from OMol25: a cluster of 3 separate species, C10H28O6PS in total (ωB97M-V/def2-TZVPD).

Element x y z (Å)
H: -5.641 2.399 5.705
H: 6.870 -0.226 -4.979
C: 1.120 -0.280 -0.649
C: -1.423 1.672 0.009
O: 4.032 -1.059 -2.344
H: 0.549 -0.672 0.196
O: -1.338 0.793 1.110
H: 2.374 -0.406 -3.410
H: 6.265 -2.522 -2.422
H: 1.021 -0.974 -1.493
H: 3.938 -0.215 -4.245
H: 2.173 -0.215 -0.380
H: -3.357 -0.473 3.725
H: 5.639 -3.754 -3.531
C: 5.576 -2.697 -3.256
H: -5.424 0.347 5.940
C: 3.436 -0.174 -3.275
H: 3.517 0.830 -2.864
C: -0.434 1.200 2.116
H: 6.294 -0.191 -3.297
H: -3.487 0.730 2.418
H: 3.894 -3.061 -1.995
C: 4.162 -2.386 -2.815
H: -0.367 0.383 2.832
H: -0.876 1.793 -2.054
O: -6.200 -0.239 3.889
S: -5.959 0.405 1.247
O: -4.289 1.296 4.212
H: -1.014 2.656 0.268
H: -2.483 1.801 -0.232
P: -5.920 1.232 4.907
H: -6.397 2.049 3.811
C: -4.004 0.305 3.282
H: 7.755 -1.115 -3.722
H: -1.128 0.143 -1.458
H: 3.469 -2.569 -3.643
C: -0.708 1.123 -1.205
H: -7.266 1.119 5.423
H: -0.805 2.087 2.639
O: 5.967 -1.936 -4.386
C: -5.330 -0.354 2.858
H: -5.180 -1.408 2.609
H: -7.033 0.948 1.829
C: 6.760 -0.810 -4.067
O: 0.695 1.019 -1.011
H: 0.560 1.409 1.706

Properties
- charge = -1
- E_HOMO (eV) = -3.9
- spin multiplicity = 1
- energy (Eh) = -1588.67269

Mulliken population analysis, charges in e, atoms 1 to 6: H 0.014; H 0.240; C -0.699; C -0.524; O -0.345; H 0.349

Entry 5:
Entry from OMol25: a structure of composition C10H29NNiP (ωB97M-V/def2-TZVPD).

Element x y z (Å)
H: 0.070 -3.233 0.059
H: -2.231 -0.981 -3.788
C: 1.954 -1.086 2.026
Ni: -1.458 -0.421 -1.413
H: -3.094 1.482 -0.869
H: -2.858 -2.584 -3.392
C: 0.702 -1.496 1.246
H: -3.219 1.119 -2.469
H: 1.724 -2.697 -0.284
C: 0.974 -2.811 0.507
H: -1.553 3.090 1.577
H: -1.876 1.888 -1.895
H: 3.028 2.106 -0.458
C: -2.871 -1.529 -3.083
H: 1.879 -0.112 2.522
P: -0.021 -0.137 0.185
C: 2.090 -0.232 -1.647
H: -0.114 -1.691 1.961
H: -1.156 1.454 3.499
H: 0.833 1.480 -1.342
H: 2.679 -0.975 -1.084
H: -1.039 2.712 -0.068
H: 0.518 1.323 3.005
H: -1.945 0.691 1.284
H: 2.790 0.331 -2.287
H: 1.876 2.205 0.861
N: -2.574 1.172 -1.682
H: 2.836 -1.082 1.371
H: -2.549 -1.519 -1.995
H: 1.404 -0.773 -2.317
C: -0.901 1.031 1.384
C: -0.477 0.891 2.845
H: 2.157 -1.816 2.825
H: 2.980 0.833 0.748
C: 1.355 0.738 -0.710
H: 1.352 -3.560 1.217
H: -3.916 -1.186 -3.168
C: 2.347 1.507 0.166
H: -0.472 -0.142 3.203
C: -0.830 2.508 0.988
H: -0.550 -1.426 -0.743
H: 0.155 2.926 1.214

Properties
- charge = -1
- E_HOMO (alpha / beta) (eV) = 0.5 / -3.7
- spin multiplicity = 3
- energy above the lowest of the compared OMol25 structures with the same formula, charge and spin (kcal/mol) = 0.0
- energy (Eh) = -2302.63434
- <S²> = 2.025

Mulliken population analysis, charges in e, atoms 1 to 6: H 0.350; H 0.069; C -1.657; Ni -1.418; H 0.392; H 0.525

Entry 6:
Entry from OMol25: a cluster of 7 separate species, C10H30ClN12O8 in total (ωB97M-V/def2-TZVPD).

Element x y z (Å)
O: 2.346 2.091 -2.031
C: 0.820 -1.204 0.053
O: 0.526 7.174 -2.777
H: -4.111 -0.351 1.559
O: 0.454 -1.749 3.000
H: -2.462 -0.154 -1.534
N: 1.055 0.339 3.654
C: -4.471 -0.440 -1.597
H: -0.847 -0.020 5.326
H: -5.385 -0.734 -3.457
H: -0.390 -1.377 -1.700
N: 2.245 6.015 -3.709
H: -1.242 -1.608 4.768
H: 1.347 -1.477 -2.013
N: 2.791 -3.460 -6.967
N: -3.236 -0.326 -2.153
O: 1.046 -2.768 -5.699
C: 0.302 -0.791 3.736
C: 1.838 -3.021 7.412
N: -3.330 1.963 1.306
H: 3.773 -3.501 -7.156
C: 1.968 0.965 -2.411
H: 0.198 5.089 -1.426
H: -4.072 1.703 0.681
H: -3.062 -0.390 -3.137
H: -3.026 -0.826 2.844
H: 1.024 -2.333 5.615
N: 1.497 -3.077 6.095
H: 2.152 -3.916 -7.588
H: 0.916 1.140 4.238
O: 2.409 -3.926 7.997
N: -3.386 -0.132 2.220
H: 2.841 -1.664 -4.269
C: 1.191 6.146 -2.839
H: 1.021 -1.097 7.583
C: -2.807 1.099 2.229
Cl: -0.731 0.950 -2.898
N: -5.505 -0.657 -2.465
N: 3.161 -2.187 -5.076
C: 2.249 -2.790 -5.884
H: -6.423 -0.742 -2.074
H: -2.916 2.873 1.238
H: 4.146 -2.232 -5.250
H: 1.735 -3.908 5.589
H: 1.511 4.206 -2.131
H: 2.453 6.795 -4.300
H: 0.375 -0.407 0.639
O: 2.527 0.175 -3.188
H: 0.471 1.115 -0.914
C: 0.629 0.505 -1.789
H: 2.792 5.176 -3.778
N: 1.487 -1.853 8.046
H: 0.374 -2.128 0.394
H: 1.762 0.368 2.942
N: 0.960 5.052 -2.073
O: -4.646 -0.348 -0.389
O: -1.864 1.405 2.943
C: 0.581 -0.971 -1.444
H: 1.881 -1.217 0.282
N: -0.666 -0.790 4.711
H: 1.721 -1.769 9.016

Properties
- charge = -1
- E_HOMO (eV) = -5.6
- spin multiplicity = 1
- energy (Eh) = -2118.58863

Mulliken population analysis, charges in e, atoms 1 to 6: O -0.808; C -0.963; O -0.694; H 0.254; O -0.672; H 0.059

Entry 7:
Entry from OMol25: a cluster of 6 separate species, C10H30ClO14 in total (ωB97M-V/def2-TZVPD).

Element x y z (Å)
O: -0.200 1.143 1.552
O: 0.549 -4.843 -1.597
H: 2.313 -6.828 -3.061
C: 6.125 -1.329 -0.626
H: -0.635 6.103 -4.448
Cl: 1.041 0.489 1.194
O: 1.754 -6.912 -3.836
H: -3.268 2.742 0.061
C: -4.757 4.359 1.305
H: -0.046 7.072 -2.286
H: 6.641 -3.804 -0.969
H: -2.633 -3.707 5.750
H: -5.237 5.305 1.556
O: 0.122 6.552 -1.496
C: 0.651 5.029 -3.317
O: 1.975 1.071 2.098
C: 0.952 5.406 -1.807
H: 1.986 5.749 -1.770
O: -5.326 3.340 2.065
O: -4.705 -3.203 5.463
H: -2.418 -2.210 3.960
O: 0.253 6.130 -4.085
H: -3.271 -2.377 6.791
H: 0.113 -5.974 -4.529
H: 1.506 4.573 -3.817
H: -1.582 -0.344 4.595
H: 1.664 -4.353 -3.295
H: 7.024 -1.001 -1.148
C: -4.767 4.177 -0.160
H: 0.816 4.527 -1.177
C: 0.600 -6.202 -3.581
H: -0.108 4.265 -3.484
O: -1.959 -0.783 5.361
C: 5.394 -2.356 -1.435
O: 6.318 -3.367 -1.760
H: 5.909 -2.087 1.242
H: 4.638 -2.756 -0.759
C: -3.342 -2.883 5.828
O: 1.439 0.729 -0.134
H: 4.891 -1.939 -2.307
H: 0.483 -4.006 -1.132
O: 0.991 -0.859 1.485
H: -3.744 4.422 1.700
C: -2.866 -1.714 4.821
H: 5.564 -0.406 -0.480
H: -5.355 -2.740 5.996
O: 6.583 -1.759 0.643
H: -3.701 -1.236 4.309
C: 0.723 -4.803 -2.979
H: -4.808 2.533 2.113
O: -4.031 3.005 -0.459
H: -4.339 4.919 -0.833
H: 0.014 -4.086 -3.394
H: -0.159 -6.861 -3.160
H: -5.774 4.087 -0.566

Properties
- charge = -1
- E_HOMO (eV) = -5.9
- spin multiplicity = 1
- energy above the lowest of the compared OMol25 structures with the same formula, charge and spin (kcal/mol) = 7.1
- energy (Eh) = -1912.20877

Mulliken population analysis, charges in e, atoms 1 to 6: O -0.649; O -0.518; H 0.325; C -0.453; H 0.309; Cl 1.656

Entry 8:
Entry from OMol25: a cluster of 6 separate species, C10H30FO10 in total (ωB97M-V/def2-TZVPD).

Element x y z (Å)
O: -7.555 -0.959 9.307
O: -9.156 1.216 8.676
H: -13.228 -0.535 5.868
C: -7.058 0.277 8.853
H: -16.630 -0.018 8.712
C: -12.217 -0.793 5.655
C: -15.526 -2.516 12.027
C: -10.647 -2.664 9.895
H: -16.587 -2.486 12.332
H: -14.487 -0.557 7.858
O: -13.723 -1.159 11.168
O: -15.320 -0.494 7.253
H: -6.776 0.821 9.734
H: -6.115 -0.022 8.339
H: -9.951 -3.058 10.593
C: -8.011 0.974 7.894
C: -16.183 0.433 7.866
H: -11.833 1.263 5.129
H: -15.609 -1.424 10.206
O: -12.153 -3.530 11.475
C: -15.599 1.756 8.129
O: -14.750 1.952 9.243
H: -12.774 -3.388 9.474
C: -15.147 -1.310 11.193
O: -15.380 -3.722 11.319
H: -11.618 -4.616 9.832
H: -16.449 2.512 8.255
H: -7.537 1.853 7.396
H: -8.492 -0.795 9.541
H: -13.997 1.348 9.189
H: -9.955 1.288 8.177
O: -10.736 -1.275 10.260
H: -8.398 0.423 7.077
C: -11.489 0.546 5.881
H: -10.431 0.362 5.685
H: -14.906 -2.446 12.942
H: -14.424 -3.941 11.156
H: -16.961 0.658 7.183
C: -11.880 -3.579 10.081
O: -11.691 1.110 7.158
H: -15.081 2.107 7.237
O: -11.734 -1.818 6.477
H: -12.082 -1.131 4.645
H: -10.214 -2.780 8.904
H: -12.088 -1.719 7.362
H: -15.595 -0.364 11.601
H: -12.244 0.515 7.748
F: -13.141 -0.493 8.586
H: -12.604 -2.680 11.639
H: -11.241 -0.752 9.551
H: -13.293 -0.768 10.310

Properties
- charge = -1
- E_HOMO (eV) = -6.8
- spin multiplicity = 1
- energy above the lowest of the compared OMol25 structures with the same formula, charge and spin (kcal/mol) = 0.0
- energy (Eh) = -1251.31397

Mulliken population analysis, charges in e, atoms 1 to 6: O -0.537; O -0.536; H 0.175; C -0.454; H 0.231; C -0.457

What did the sixth record say?
Entry from OMol25: a cluster of 7 separate species, C10H30ClN12O8 in total (ωB97M-V/def2-TZVPD).

Element x y z (Å)
O: 2.346 2.091 -2.031
C: 0.820 -1.204 0.053
O: 0.526 7.174 -2.777
H: -4.111 -0.351 1.559
O: 0.454 -1.749 3.000
H: -2.462 -0.154 -1.534
N: 1.055 0.339 3.654
C: -4.471 -0.440 -1.597
H: -0.847 -0.020 5.326
H: -5.385 -0.734 -3.457
H: -0.390 -1.377 -1.700
N: 2.245 6.015 -3.709
H: -1.242 -1.608 4.768
H: 1.347 -1.477 -2.013
N: 2.791 -3.460 -6.967
N: -3.236 -0.326 -2.153
O: 1.046 -2.768 -5.699
C: 0.302 -0.791 3.736
C: 1.838 -3.021 7.412
N: -3.330 1.963 1.306
H: 3.773 -3.501 -7.156
C: 1.968 0.965 -2.411
H: 0.198 5.089 -1.426
H: -4.072 1.703 0.681
H: -3.062 -0.390 -3.137
H: -3.026 -0.826 2.844
H: 1.024 -2.333 5.615
N: 1.497 -3.077 6.095
H: 2.152 -3.916 -7.588
H: 0.916 1.140 4.238
O: 2.409 -3.926 7.997
N: -3.386 -0.132 2.220
H: 2.841 -1.664 -4.269
C: 1.191 6.146 -2.839
H: 1.021 -1.097 7.583
C: -2.807 1.099 2.229
Cl: -0.731 0.950 -2.898
N: -5.505 -0.657 -2.465
N: 3.161 -2.187 -5.076
C: 2.249 -2.790 -5.884
H: -6.423 -0.742 -2.074
H: -2.916 2.873 1.238
H: 4.146 -2.232 -5.250
H: 1.735 -3.908 5.589
H: 1.511 4.206 -2.131
H: 2.453 6.795 -4.300
H: 0.375 -0.407 0.639
O: 2.527 0.175 -3.188
H: 0.471 1.115 -0.914
C: 0.629 0.505 -1.789
H: 2.792 5.176 -3.778
N: 1.487 -1.853 8.046
H: 0.374 -2.128 0.394
H: 1.762 0.368 2.942
N: 0.960 5.052 -2.073
O: -4.646 -0.348 -0.389
O: -1.864 1.405 2.943
C: 0.581 -0.971 -1.444
H: 1.881 -1.217 0.282
N: -0.666 -0.790 4.711
H: 1.721 -1.769 9.016

Properties
- charge = -1
- E_HOMO (eV) = -5.6
- spin multiplicity = 1
- energy (Eh) = -2118.58863

Mulliken population analysis, charges in e, atoms 1 to 6: O -0.808; C -0.963; O -0.694; H 0.254; O -0.672; H 0.059